Entry from OMol25: a structure of composition C4H10O3 at a distorted geometry (ωB97M-V with the def2-TZVPD basis set).

The maximum force is 5.3 eV/Å. The lowest unoccupied orbital energy comes out at 6.87 eV. As for the energy: -10448.319 eV. The orbital gap comes out at 0.2279 Eh.

Structure (ORCA input):
```
! wB97M-V def2-TZVPD RIJCOSX def2/J DEFGRID3
* xyz -2 1
C 2.46569 1.23157 -0.98840
O 2.85728 1.05394 -2.33879
C 1.17439 0.27144 -0.69671
C 0.05733 0.55190 0.23572
C -0.89355 -0.65532 0.34185
O -1.58074 -0.74286 1.60624
H 2.03370 2.28310 -1.06519
H 3.29271 1.36584 -0.12115
H 0.76547 -0.15327 -1.59712
H 1.75384 -0.58295 -0.29211
H -0.51335 1.47860 -0.05657
H 0.57963 0.76113 1.15352
H -1.54457 -0.76799 -0.47701
H -0.11340 -1.57469 0.35199
H -2.61398 -1.25729 1.19721
H -4.06457 -1.60053 1.82737
O -3.65590 -1.66262 0.91912
*
```